Formula: C66H140N8O8
Source: OMol25
Level of theory: ωB97M-V with the def2-TZVPD basis set

E_HOMO (eV): -7.96
Gap between HOMO and LUMO (eV): 8.38
Structure (SMILES): CC1(C)CCCC(C)(C)N1O.CC1(C)CCCC(C)(C)N1O.CC1(C)CCCC(C)(C)N1O.CC1(C)CCCC(C)(C)N1O.CC1(C)CCCC(C)(C)N1O.CC1(C)CCCC(C)(C)N1O.CC1(C)CCCC(C)(C)N1O.CN(C)C=O
DFT total energy (Eh): -3638.34031
Maximum force (eV/Å): 2.40

Geometry as ORCA input:
```
! RIJCOSX wB97M-V def2-TZVPD def2/J DEFGRID3
* xyz 0 1
C -5.63605 -2.74725 3.22818
C -5.66456 -3.71175 2.03849
C -4.69221 -4.88076 2.41972
C -7.06862 -4.36272 1.90595
C -8.16935 -3.56499 1.28201
C -7.64218 -2.76831 0.10137
C -6.19808 -2.16419 0.04854
C -5.91143 -2.11563 -1.45856
C -6.27136 -0.72232 0.60783
N -5.27896 -3.07636 0.71908
O -3.95776 -2.58932 0.64022
H -4.80316 -2.03672 3.28332
H -6.58717 -2.28261 3.51530
H -5.42426 -3.33590 4.14108
H -4.61577 -5.65336 1.64641
H -3.66252 -4.50639 2.52248
H -4.88109 -5.36920 3.38622
H -6.95286 -5.29638 1.35069
H -7.37437 -4.58989 2.93242
H -9.03668 -4.17049 0.99180
H -8.56327 -2.87359 2.04193
H -8.34777 -1.92294 0.10590
H -7.90438 -3.26867 -0.83780
H -5.99094 -3.11177 -1.91024
H -4.88949 -1.78641 -1.66528
H -6.59809 -1.47107 -2.00802
H -6.73260 -0.03625 -0.11059
H -5.24779 -0.36858 0.76873
H -6.79004 -0.58899 1.56096
H -3.58059 -3.10872 -0.08434
C -2.48316 5.12533 -6.11209
C -3.61807 4.07472 -5.92197
C -4.92742 4.62039 -6.62667
C -3.21077 2.78283 -6.68869
C -2.19217 1.90436 -5.88456
C -2.83313 1.58505 -4.56805
C -3.18582 2.81804 -3.72099
C -4.03797 2.30338 -2.51979
C -1.88334 3.46404 -3.13328
N -4.03005 3.72534 -4.55329
O -4.35238 4.85701 -3.82278
H -2.25081 5.25323 -7.17214
H -2.82134 6.10271 -5.76501
H -1.57734 4.84569 -5.58044
H -5.67971 3.83504 -6.73904
H -5.39951 5.44752 -6.09286
H -4.72441 4.99908 -7.63782
H -4.08844 2.16390 -6.92132
H -2.70414 3.03768 -7.62524
H -1.82748 0.99082 -6.37497
H -1.26909 2.48676 -5.71819
H -2.14885 0.94073 -3.99726
H -3.71745 0.95285 -4.72068
H -4.93231 1.77543 -2.86615
H -4.29735 3.08371 -1.79589
H -3.46070 1.53399 -1.99845
H -1.33623 2.71024 -2.55221
H -2.12810 4.26900 -2.43671
H -1.20989 3.85120 -3.88979
H -4.91303 4.49419 -3.12409
C -1.31594 4.66541 2.50772
C -2.51783 3.64076 2.51054
C -3.84669 4.34812 2.63455
C -2.51441 2.99921 1.06285
C -3.26624 1.65406 0.99983
C -2.73595 0.70148 2.12250
C -2.92782 1.22819 3.60500
C -4.40905 1.21341 4.04089
C -2.06830 0.31947 4.55820
N -2.24507 2.58767 3.52410
O -2.03485 3.10991 4.77644
H -1.36142 5.35249 1.64930
H -1.27777 5.35747 3.35428
H -0.40907 4.05909 2.42694
H -4.69604 3.67977 2.48515
H -3.99940 4.84417 3.60107
H -3.97182 5.13458 1.87994
H -2.99915 3.65671 0.32498
H -1.46503 2.89896 0.74397
H -4.35847 1.81482 1.01569
H -3.08448 1.22333 0.00202
H -1.65654 0.68594 1.92927
H -3.09150 -0.32633 1.95725
H -4.50067 1.62901 5.05375
H -4.80931 0.19610 4.06537
H -5.03513 1.81538 3.38413
H -2.14278 0.57538 5.61376
H -1.03113 0.50095 4.24450
H -2.23443 -0.75903 4.44686
H -1.08637 2.97641 4.93846
C 4.68848 6.13469 -2.92529
C 4.16570 5.49436 -1.61692
C 5.18695 4.38569 -1.17569
C 4.12523 6.66990 -0.59093
C 3.30556 6.38217 0.65631
C 1.92562 5.85684 0.24696
C 1.89827 4.71356 -0.74413
C 2.16719 3.34953 -0.01752
C 0.46579 4.64137 -1.42363
N 2.79408 5.06238 -1.83204
O 2.71898 4.17461 -2.91873
H 5.66586 6.60406 -2.77319
H 4.81884 5.41113 -3.73470
H 3.98655 6.88639 -3.29639
H 6.20119 4.76466 -1.03726
H 4.85707 3.94182 -0.23588
H 5.27766 3.55549 -1.88383
H 5.17766 6.81374 -0.32889
H 3.77289 7.60042 -1.04566
H 3.76333 5.59334 1.26938
H 3.13921 7.25871 1.28102
H 1.24250 6.63195 -0.10978
H 1.46867 5.45701 1.16380
H 3.04349 3.45881 0.62215
H 2.29341 2.51581 -0.70746
H 1.29189 3.18981 0.62548
H -0.28062 4.51260 -0.63230
H 0.49149 3.71959 -2.00206
H 0.22014 5.49151 -2.06168
H 2.52471 4.68070 -3.72413
C 0.88673 -6.46817 -3.08116
C 1.87071 -5.43593 -3.71730
C 2.74340 -6.20339 -4.70363
C 1.02321 -4.44359 -4.52962
C 1.81147 -3.21935 -5.00025
C 2.43116 -2.54559 -3.80657
C 3.38868 -3.42552 -2.96019
C 4.77052 -3.62596 -3.66118
C 3.68122 -2.67113 -1.68642
N 2.73111 -4.70769 -2.70249
O 3.55007 -5.54901 -1.91504
H 0.23048 -6.94688 -3.82810
H 1.35999 -7.30505 -2.55899
H 0.20994 -5.96054 -2.39178
H 3.08981 -7.14864 -4.28611
H 2.16060 -6.45547 -5.60366
H 3.55319 -5.58672 -5.08626
H 0.69538 -4.95982 -5.43938
H 0.07280 -4.16369 -4.05043
H 2.57570 -3.52635 -5.72492
H 1.13550 -2.51445 -5.48056
H 1.56562 -2.26215 -3.18906
H 2.91859 -1.57722 -4.00218
H 5.39466 -4.44521 -3.30228
H 5.32492 -2.69782 -3.53841
H 4.61002 -3.77044 -4.72937
H 4.24206 -3.13780 -0.87851
H 2.74119 -2.26800 -1.28896
H 4.23028 -1.76162 -1.98727
H 4.36188 -5.66206 -2.45545
C 7.05162 -0.41220 5.19769
C 6.20089 0.83683 5.03624
C 5.82301 1.48401 6.38696
C 7.07061 1.87919 4.24868
C 7.16531 1.64653 2.72062
C 5.79217 1.44520 2.02085
C 4.92102 0.38499 2.77948
C 3.49255 0.59770 2.21542
C 5.32930 -1.06277 2.27793
N 4.92669 0.59736 4.31177
O 4.18055 -0.36921 4.98758
H 6.56948 -1.10377 5.89728
H 7.30168 -0.92079 4.26389
H 8.00625 -0.13999 5.64487
H 6.76156 1.66904 6.92167
H 5.28483 2.40801 6.17480
H 5.13347 0.83816 6.93025
H 6.67214 2.89283 4.40198
H 8.07180 1.93591 4.69887
H 7.71753 2.51081 2.31675
H 7.86682 0.83310 2.46770
H 5.99537 1.06330 1.01321
H 5.26792 2.39665 1.91996
H 2.99042 1.52839 2.51628
H 2.78675 -0.16911 2.58584
H 3.45608 0.49325 1.11930
H 5.08269 -1.21837 1.21914
H 4.80764 -1.78391 2.90696
H 6.40751 -1.26283 2.30832
H 4.82257 -1.08582 5.17077
C -0.40888 -4.08550 0.57177
C 0.26302 -5.05520 1.52819
C -0.32191 -6.48885 1.30473
C 1.77087 -5.04905 1.21188
C 2.57222 -3.80964 1.62497
C 2.21737 -3.37717 3.06200
C 0.76184 -3.42739 3.45621
C 0.73832 -3.46735 4.99412
C -0.00705 -2.14896 3.03149
N 0.09770 -4.65815 2.93760
O -1.22646 -4.81163 3.33654
H 0.14314 -3.15100 0.38953
H -0.56803 -4.46303 -0.45098
H -1.40764 -3.79468 0.92203
H -0.32934 -6.77183 0.25404
H 0.34438 -7.10927 1.92636
H -1.32601 -6.68001 1.70312
H 2.21420 -5.94934 1.64702
H 1.90949 -5.11281 0.12218
H 3.63750 -4.03120 1.52822
H 2.27786 -3.02878 0.91089
H 2.45733 -2.31173 3.15177
H 2.86867 -3.88100 3.77522
H 0.47898 -2.52435 5.47762
H 1.66752 -3.81397 5.44227
H -0.01366 -4.17257 5.34936
H -1.08029 -2.34195 2.91573
H 0.33660 -1.69507 2.09881
H 0.08316 -1.39650 3.81104
H -1.17974 -5.52304 3.98591
C 0.15302 0.19572 -0.24110
N -0.08054 -0.25164 -1.58787
C 0.88915 0.25538 -2.52287
C -1.07821 -1.09858 -1.90716
O -1.34285 -1.49421 -3.02598
H 0.02820 1.27741 -0.13666
H 1.20303 -0.01766 -0.00546
H -0.45960 -0.31349 0.49290
H 0.75292 -0.19927 -3.49437
H 0.86965 1.35262 -2.54788
H 1.91644 0.03722 -2.17406
H -1.73073 -1.36801 -1.05435
*
```